C36H46N3OP2S2W | ωB97M-V with the def2-TZVPD basis set

Geometry (Å):
W -1.067 -0.121 -0.055
C -2.638 -2.810 2.318
C -1.219 -2.477 2.784
P -0.711 -0.787 2.329
C 1.005 -0.631 2.843
C 1.420 0.403 3.681
C 2.729 0.431 4.140
C 3.628 -0.550 3.749
C 3.226 -1.564 2.885
C 1.918 -1.608 2.436
C -1.765 0.260 3.347
C -2.768 1.040 2.772
C -3.633 1.776 3.567
C -3.500 1.732 4.948
C -2.513 0.947 5.532
C -1.650 0.209 4.739
C -2.656 -3.406 0.911
P -1.752 -2.489 -0.378
C -1.093 -3.640 -1.568
C -1.875 -4.074 -2.641
C -1.385 -5.066 -3.476
C -0.137 -5.626 -3.235
C 0.634 -5.202 -2.159
C 0.159 -4.206 -1.321
C -2.829 -1.279 -1.181
C -2.493 -0.780 -2.463
C -3.283 0.195 -3.048
C -4.386 0.701 -2.365
C -4.713 0.240 -1.092
C -3.943 -0.742 -0.493
H -3.280 -1.928 2.391
H -3.077 -3.547 2.990
H -0.491 -3.197 2.403
H -1.148 -2.506 3.874
H 0.727 1.174 3.992
H 3.043 1.218 4.812
H 4.644 -0.530 4.120
H 3.928 -2.330 2.584
H 1.612 -2.415 1.779
H -2.903 1.074 1.692
H -4.410 2.379 3.116
H -4.171 2.306 5.573
H -2.418 0.909 6.609
H -0.886 -0.400 5.208
H -3.670 -3.582 0.543
H -2.158 -4.380 0.917
H -2.859 -3.657 -2.821
H -1.984 -5.411 -4.308
H 0.235 -6.406 -3.885
H 1.600 -5.650 -1.972
H 0.761 -3.880 -0.479
H -1.651 -1.204 -2.996
H -3.050 0.552 -4.042
H -5.006 1.454 -2.834
H -5.582 0.632 -0.580
H -4.224 -1.130 0.479
O -1.975 1.703 -0.673
S -0.891 2.575 0.013
N 0.007 1.578 0.670
C 3.118 3.010 2.047
C 3.694 3.945 0.994
C 3.289 3.580 -0.432
C 3.700 2.161 -0.845
N 2.610 1.169 -0.695
C 2.017 0.423 -1.595
S 0.937 -0.909 -1.055
N 2.185 0.416 -2.905
C 2.946 1.292 -3.827
C 2.401 2.714 -3.919
C 1.103 2.867 -4.709
C -0.120 2.194 -4.092
H 3.408 3.325 3.048
H 3.485 1.985 1.927
H 2.025 2.986 2.011
H 4.785 3.945 1.061
H 3.380 4.970 1.194
H 3.753 4.281 -1.127
H 2.207 3.693 -0.562
H 4.524 1.802 -0.227
H 4.045 2.134 -1.868
H 2.302 1.014 0.258
H 1.640 -0.298 -3.364
H 2.874 0.801 -4.797
H 3.999 1.266 -3.556
H 3.175 3.316 -4.399
H 2.272 3.130 -2.915
H 1.251 2.496 -5.726
H 0.901 3.934 -4.809
H -0.081 1.103 -4.168
H -1.028 2.520 -4.600
H -0.223 2.455 -3.032

2S+1 = 3
Total energy = -3184.1824 Ha
Gap between HOMO and LUMO (alpha / beta) = 0.2415 / 0.2285 Eh
Total charge = +3
Relative energy (zero: lowest compared OMol25 entry of this formula, charge and spin) = 0.0 kJ/mol